Record 1
# C24H20GaI3N3O4

C24H20GaI3N3O4 as an isolated structure (ωB97M-V/def2-TZVPD, the OMol25 dataset).

orbital gap = 0.2541 hartree
multiplicity = 1
energy above the lowest of the compared OMol25 structures with the same formula, charge and spin = 1.3 kcal/mol
net charge = +1

Last column: Mulliken charge in e.
Geometry (Å):
Ga: -0.2661 -0.3053 -0.0658  1.14
C: -1.3502 -2.1767 3.8901  -1.22
C: 0.0674 -2.3078 3.4350  0.74
N: 0.8663 -3.1407 4.0519  -0.65
C: 2.1570 -3.2426 3.6769  -1.03
C: 2.7142 -2.5116 2.6628  0.58
C: 4.1724 -2.6696 2.3150  -0.90
O: 4.9011 -1.4520 2.4158  -0.54
C: 1.8670 -1.6190 1.9491  -0.26
C: 2.4295 -0.7345 0.9768  -0.23
N: 1.7511 -0.0610 0.0976  0.25
C: 2.4306 0.9116 -0.6878  -0.46
C: 3.6532 0.6349 -1.2916  0.17
C: 4.2805 1.5958 -2.0665  -0.91
C: 3.6901 2.8368 -2.2536  -0.63
C: 2.4713 3.1248 -1.6589  -0.54
C: 1.8475 2.1643 -0.8775  0.23
I: 0.0206 2.5860 0.0531  0.12
C: 0.5145 -1.5191 2.3253  0.26
O: -0.3536 -0.7261 1.7511  -0.56
H: -1.5421 -2.8965 4.6802  0.38
H: -1.5376 -1.1681 4.2628  0.30
H: -2.0467 -2.3330 3.0648  0.29
H: 2.7525 -3.9559 4.2350  0.39
H: 4.6116 -3.4468 2.9451  0.41
H: 4.2900 -2.9912 1.2777  0.33
H: 4.9871 -1.2154 3.3454  0.33
H: 3.5056 -0.5739 1.0343  1.30
H: 4.1065 -0.3403 -1.1635  0.54
H: 5.2304 1.3701 -2.5309  0.42
H: 4.1779 3.5862 -2.8610  0.43
H: 2.0126 4.0941 -1.7966  0.43
I: -5.2692 0.4652 -0.3009  0.10
C: -3.8366 0.3875 -1.7981  -0.29
C: -4.2096 0.5942 -3.1431  -0.20
C: -3.3004 0.5329 -4.1638  -0.27
I: -3.9472 0.8387 -6.1217  0.12
C: -1.9362 0.2631 -3.8745  0.31
C: -0.8996 0.1497 -4.8218  -0.50
C: 0.3801 -0.1319 -4.4152  -1.29
C: 0.6480 -0.2778 -3.0514  0.07
N: -0.2952 -0.1633 -2.1388  0.07
C: -1.5774 0.0788 -2.5228  0.41
C: -2.5293 0.1188 -1.4653  0.17
O: -2.1127 -0.1134 -0.2316  -0.64
H: -5.2490 0.8003 -3.3589  0.36
H: -1.1271 0.2799 -5.8715  0.24
H: 1.1856 -0.2338 -5.1272  0.45
H: 1.6511 -0.4852 -2.7042  0.64
C: 0.3835 -3.6007 -0.5002  -0.68
O: -0.4650 -2.4419 -0.4173  -0.32
H: -0.1622 -4.4237 -0.9575  0.33
H: 0.7455 -3.8865 0.4874  0.26
H: 1.2237 -3.3325 -1.1360  0.25
H: -1.2851 -2.6551 0.0479  0.32

=====

Record 2
# C24H20In2N4O25S4V

C24H20In2N4O25S4V as an isolated structure at a distorted geometry (ωB97M-V/def2-TZVPD, the OMol25 dataset).

orbital gap (spin up / spin down) = 0.1414 / 0.1305 hartree
multiplicity = 2

Last column: Mulliken charge in e.
Geometry (Å):
In: -16.2701 9.8266 -11.7098  1.26
In: -20.9899 10.1874 -13.5479  1.49
O: -19.2775 12.2797 -8.0651  0.01
V: -19.3522 11.9418 -9.6361  0.97
S: -16.6701 12.5343 -9.5914  1.45
O: -15.7604 12.4073 -10.7309  -0.71
O: -17.2207 11.1779 -9.5814  -0.57
O: -16.0374 12.8582 -8.3485  -0.65
O: -17.8188 13.3947 -9.8749  -0.62
S: -19.2995 9.2609 -10.5493  1.05
O: -18.0805 8.4532 -10.4260  -0.92
O: -20.4349 8.5532 -11.1350  -0.26
O: -19.7206 9.9130 -9.2709  -0.42
O: -18.9280 10.3523 -11.4285  0.10
S: -21.8008 12.5011 -10.9674  1.45
O: -20.5240 12.3328 -11.6078  -0.78
O: -22.5886 11.3539 -11.4919  -0.52
O: -21.4251 12.3693 -9.5667  -0.73
O: -22.4611 13.7545 -11.2858  -0.62
S: -18.3201 8.9251 -14.4798  1.47
O: -18.1536 7.6764 -15.2150  -0.61
O: -18.7787 8.6724 -13.1240  -0.35
O: -16.9927 9.5755 -14.2854  -0.63
O: -19.2676 9.8369 -15.0850  -0.70
C: -16.4044 16.7312 -14.1417  -0.36
C: -15.9890 15.8850 -13.0906  -0.81
C: -16.6110 14.6501 -12.9685  0.18
C: -17.6000 14.2828 -13.8598  0.00
C: -18.0804 15.1624 -14.8176  -0.39
C: -17.4249 16.3925 -14.9904  -0.68
N: -18.2563 12.9804 -13.7397  0.85
O: -19.3598 12.7290 -14.2248  -0.62
O: -17.7812 12.1452 -12.9933  -0.24
H: -15.8841 17.6794 -14.1693  0.37
H: -15.2683 16.2467 -12.3730  0.44
H: -16.4192 14.1440 -12.0348  0.37
H: -18.9621 15.0227 -15.4254  0.43
H: -17.8082 17.0493 -15.7576  0.39
C: -25.3556 8.2656 -7.7570  -0.57
C: -26.0656 7.3815 -8.5644  -0.39
C: -25.6497 7.1172 -9.8562  -0.55
C: -24.5687 7.8605 -10.3702  0.00
C: -23.9284 8.8515 -9.5865  0.22
C: -24.2248 8.9090 -8.2450  -0.56
N: -24.1641 7.6826 -11.7429  0.82
O: -23.3663 8.4583 -12.2503  -0.42
O: -24.6654 6.7544 -12.3574  -0.60
H: -25.6921 8.4272 -6.7424  0.43
H: -26.9334 6.9033 -8.1328  0.37
H: -26.1238 6.3103 -10.3945  0.48
H: -22.9683 9.2150 -9.9271  0.26
H: -23.7087 9.6443 -7.6430  0.44
C: -19.4427 3.3757 -11.2129  -0.52
C: -20.0118 2.8419 -12.3688  -0.46
C: -20.6237 3.6768 -13.2844  -0.50
C: -20.5093 5.0689 -13.1750  -0.12
C: -19.7413 5.6204 -12.1326  0.62
C: -19.3071 4.7638 -11.1138  -0.81
N: -21.0068 5.9235 -14.2621  0.83
O: -21.5818 5.3439 -15.1457  -0.61
O: -20.9029 7.1392 -14.1903  -0.41
H: -18.9609 2.6845 -10.5357  0.37
H: -19.9765 1.7840 -12.5868  0.39
H: -21.2038 3.2316 -14.0793  0.46
H: -19.4828 6.6589 -11.9897  0.35
H: -18.6739 5.1660 -10.3352  0.44
C: -20.2696 8.2422 -5.8991  -0.21
C: -19.9091 7.1885 -5.1146  -0.66
C: -20.5760 7.0019 -3.8852  -0.29
C: -21.5474 7.9167 -3.5057  0.05
C: -21.7144 9.1113 -4.2201  -0.64
C: -21.1115 9.2262 -5.4651  -0.24
N: -22.3583 7.6101 -2.3233  0.96
O: -23.3434 8.3327 -2.1235  -0.59
O: -22.0925 6.6801 -1.5945  -0.59
H: -19.6974 8.3647 -6.8097  0.36
H: -19.1902 6.5263 -5.5758  0.41
H: -20.4552 6.1187 -3.2741  0.43
H: -22.4862 9.7445 -3.8046  0.42
H: -21.2437 10.0991 -6.0892  0.55

=====

Record 3
# C24H20N4O4

One molecule with the formula C24H20N4O4 at a distorted geometry (ωB97M-V/def2-TZVPD, the OMol25 dataset).

orbital gap = 0.3327 hartree
SMILES = N#Cc1ccccc1Cn1c(=O)n(CCC(=O)NCc2ccco2)c(=O)c2ccccc21
multiplicity = 1
energy above the lowest of the compared OMol25 structures with the same formula, charge and spin = 0.0 kcal/mol

Last column: Mulliken charge in e.
Geometry (Å):
N: 3.6992 0.7717 5.6469  -0.58
C: 3.1065 1.2983 4.8178  -0.12
C: 2.4077 1.9472 3.7746  0.45
C: 2.7227 3.2743 3.4782  -0.88
C: 2.0758 3.9169 2.4416  -0.47
C: 1.1191 3.2400 1.7010  -0.76
C: 0.7984 1.9253 1.9960  -0.45
C: 1.4345 1.2619 3.0350  1.12
C: 1.0753 -0.1582 3.3888  -1.64
N: 0.7305 -0.9443 2.2174  0.17
C: -0.5934 -1.2908 2.0807  0.75
O: -1.4113 -1.0610 2.9453  -0.66
N: -0.9513 -1.9387 0.9129  0.00
C: -2.3814 -2.1218 0.7045  -1.02
C: -3.0258 -0.7796 0.3199  -0.94
C: -2.1251 -0.0992 -0.7011  0.47
O: -1.2452 0.6756 -0.3734  -0.65
N: -2.3537 -0.4606 -1.9754  0.00
C: -1.4707 -0.0736 -3.0615  -0.38
C: -2.2507 0.3225 -4.2677  0.13
C: -2.6380 -0.3924 -5.3641  -0.58
C: -3.3975 0.4926 -6.1674  -0.40
C: -3.4183 1.6753 -5.4967  -0.45
O: -2.7304 1.5822 -4.3487  -0.32
C: -0.1115 -2.1968 -0.1565  0.74
O: -0.5406 -2.6766 -1.1885  -0.72
C: 1.2883 -1.8554 0.0698  0.57
C: 2.2261 -2.1380 -0.9233  -0.70
C: 3.5482 -1.7981 -0.7506  -0.70
C: 3.9386 -1.1635 0.4229  -0.74
C: 3.0236 -0.8688 1.4120  -0.76
C: 1.6781 -1.2126 1.2519  0.89
H: 3.4748 3.7821 4.0640  0.50
H: 2.3191 4.9428 2.2101  0.39
H: 0.6130 3.7352 0.8869  0.48
H: 0.0502 1.4208 1.4031  0.54
H: 0.1804 -0.1563 4.0231  0.41
H: 1.8821 -0.6472 3.9435  0.61
H: -2.4886 -2.8545 -0.0973  0.53
H: -2.8197 -2.5013 1.6288  0.39
H: -3.0794 -0.1474 1.2070  0.41
H: -4.0277 -0.9449 -0.0734  0.41
H: -3.0057 -1.2039 -2.1707  0.31
H: -0.8062 -0.9095 -3.3066  0.29
H: -0.8789 0.7679 -2.6918  0.32
H: -2.4044 -1.4157 -5.5758  0.47
H: -3.8589 0.2749 -7.1085  0.43
H: -3.8688 2.6209 -5.7244  0.45
H: 1.8774 -2.6296 -1.8186  0.49
H: 4.2752 -2.0193 -1.5162  0.41
H: 4.9736 -0.8930 0.5684  0.44
H: 3.3649 -0.3755 2.3064  0.36

=====

Record 4
# C24H20N4O8

A 4-piece molecular cluster, C24H20N4O8 overall at a distorted geometry (ωB97M-V/def2-TZVPD, the OMol25 dataset).

orbital gap = 0.2713 hartree
SMILES = O=[N+]([O-])c1ccccc1.O=[N+]([O-])c1ccccc1.O=[N+]([O-])c1ccccc1.O=[N+]([O-])c1ccccc1
multiplicity = 1
energy above the lowest of the compared OMol25 structures with the same formula, charge and spin = 500.5 kcal/mol

Last column: Mulliken charge in e.
Geometry (Å):
O: 3.2099 -7.0869 0.0196  -0.54
N: 3.2819 -6.1469 -0.9074  0.84
O: 3.8859 -5.0609 -0.7564  -0.49
C: 2.5399 -6.3969 -2.1444  0.16
C: 1.2019 -7.2469 -2.0414  -0.32
C: 0.5479 -7.5589 -3.3524  -0.54
C: 1.1119 -7.0179 -4.7534  -0.39
C: 2.2899 -6.2439 -4.7784  -0.43
C: 3.0899 -5.8529 -3.5044  -0.48
H: 0.7719 -7.6599 -1.1744  0.49
H: -0.5351 -7.8359 -3.3894  0.32
H: 0.7009 -7.1809 -5.6884  0.45
H: 2.7779 -6.0929 -5.7124  0.36
H: 3.9079 -5.2699 -3.6214  0.55
O: -1.5221 6.1961 4.9576  -0.61
N: -1.5561 5.2061 4.2096  0.99
O: -0.9591 4.1951 4.4906  -0.56
C: -2.2841 5.0861 2.9226  -0.34
C: -3.1761 6.4261 2.5096  -0.34
C: -3.9691 6.4151 1.2356  -0.74
C: -3.8901 5.1051 0.4416  -0.62
C: -3.0721 4.0091 0.8576  -0.63
C: -2.1941 4.0641 2.0136  0.57
H: -3.1401 7.1641 3.3936  0.33
H: -4.6341 7.1551 1.0266  0.49
H: -4.5671 5.0151 -0.2884  0.58
H: -3.1921 3.2591 0.0796  0.29
H: -1.5991 3.1731 2.1616  0.58
O: -0.6701 0.5811 2.1666  -0.53
N: -1.2381 0.1511 1.0196  0.94
O: -2.2441 0.7111 0.4776  -0.53
C: -0.6761 -1.0689 0.4646  0.15
C: 0.4529 -1.8989 1.0996  -0.28
C: 0.9109 -3.0439 0.2886  -0.45
C: 0.2139 -3.5819 -0.8084  0.01
C: -0.9291 -3.0319 -1.4104  -0.69
C: -1.3601 -1.7479 -0.7804  -0.48
H: 1.1399 -1.3809 2.0266  0.25
H: 1.6959 -3.6199 0.5326  0.54
H: 0.6169 -4.4179 -1.2694  0.32
H: -1.6531 -3.5449 -2.0124  0.39
H: -2.0931 -1.2709 -1.3834  0.41
O: 2.5429 2.1191 3.5076  -0.59
N: 2.2389 1.7391 2.3966  1.08
O: 2.6189 0.6531 1.8936  -0.61
C: 1.5989 2.7141 1.4496  0.13
C: 1.3029 4.0881 1.9856  -0.49
C: 0.6029 5.1281 0.9946  -0.54
C: 0.1889 4.6161 -0.4904  -0.34
C: 0.5049 3.2491 -0.9674  -0.42
C: 1.3599 2.3921 -0.0814  -0.61
H: 1.6819 4.5231 2.8136  0.69
H: 0.4399 6.1401 1.3716  0.44
H: -0.2721 5.4071 -1.1124  0.41
H: 0.2049 3.1361 -2.0814  0.30
H: 1.7949 1.4401 -0.2994  0.53